Computed, not measured: C3H5N3 in the gas phase, with the ωB97M-V functional and the def2-TZVPD basis.

**Frontier orbital gap**: 0.3426 Eh
**E_tot**: -281.4400 a.u.
**ΔE to the lowest compared entry with this formula, charge and spin**: 94.15 kcal/mol
**HOMO energy**: -8.636 eV
**SMILES**: C1=NCC=NN1
**LUMO**: 0.687 eV

Geometry as ORCA input:
```
! wB97M-V def2-TZVPD RIJCOSX def2/J DEFGRID3
* xyz 0 1
N 0.02 -1.30 -0.55
N 1.22 -0.82 0.04
N 0.24 1.15 0.31
C -1.02 0.70 0.31
C -1.10 -0.70 -0.25
C 1.24 0.50 0.30
H 2.21 -1.15 -0.64
H -1.95 -1.31 -0.41
H -1.52 0.91 1.26
H 2.36 0.66 0.01
H -1.70 1.35 -0.38
*
```